1.
A cluster of 2 separate species, C10H16 in total. Source: OMol25; level of theory: wB97M-V/def2-TZVPD.

Element x y z (Å)
C (-0.86280, 2.29105, 1.68053)
C (0.11445, 2.13206, 0.52129)
C (-0.24421, 2.85913, -0.63029)
C (0.43973, 2.45298, -1.82599)
C (1.66140, 1.68286, -1.73747)
C (2.07325, 1.21785, -0.49774)
C (1.21004, 1.34875, 0.59114)
H (-0.69327, 3.23332, 2.22577)
H (-0.71484, 1.52436, 2.40230)
H (-1.91566, 2.44160, 1.42854)
H (-0.98408, 3.61084, -0.77757)
H (0.08029, 2.91944, -2.74245)
H (2.23530, 1.70205, -2.61138)
H (2.99753, 0.91021, -0.31741)
H (1.50308, 1.05095, 1.57501)
C (0.30836, -3.83529, -0.22293)
C (-0.55548, -2.81447, 0.69344)
C (-1.50185, -1.96818, -0.17727)
H (-0.41823, -4.65857, -0.35976)
H (1.06583, -3.99985, 0.54285)
H (0.49430, -3.36469, -1.19753)
H (-1.06915, -3.38147, 1.47540)
H (0.20171, -2.19944, 1.08189)
H (-2.47848, -1.57516, 0.41845)
H (-1.14014, -1.06063, -0.47249)
H (-1.80708, -2.51970, -1.06630)

Results
HOMO level (eV): -9.0
SMILES: Cc1ccccc1.CCC
Charge: 0
LUMO level (eV): 1.02


2.
A structure of composition C35H43Cl5F5N4O3V. Source: OMol25; level of theory: wB97M-V/def2-TZVPD.

Element x y z (Å)
V (-0.63732, 1.09184, 0.04850)
C (-2.20307, -1.22188, 1.50660)
C (-1.04876, -2.02451, 1.66964)
C (-0.59598, -2.37585, 0.34826)
C (-1.45246, -1.70647, -0.55815)
C (-2.46307, -1.01828, 0.14035)
C (-3.62580, -0.28165, -0.50442)
C (-4.38122, -1.28431, -1.41336)
C (-4.65841, 0.24976, 0.49635)
C (-3.06397, 0.80486, -1.41772)
C (0.36596, -3.47004, -0.14903)
C (1.86054, -3.17687, 0.08114)
C (0.22067, -3.65882, -1.66731)
C (-0.01932, -4.81522, 0.48903)
C (-0.58756, -2.34135, 3.10088)
C (-1.45294, -3.48305, 3.66334)
C (0.89138, -2.70292, 3.25707)
C (-0.81216, -1.09627, 3.98811)
H (-2.80344, -0.80757, 2.30386)
H (-1.39897, -1.76316, -1.63549)
H (-4.73299, -2.13210, -0.82061)
H (-3.71734, -1.66252, -2.19070)
H (-5.23665, -0.79865, -1.89158)
H (-5.03993, -0.57079, 1.10815)
H (-5.49006, 0.71201, -0.04155)
H (-4.27688, 0.99736, 1.18929)
H (-2.33096, 0.43983, -2.13013)
H (-2.68501, 1.64658, -0.83408)
H (-3.76817, 1.52295, -1.84145)
H (2.22051, -2.50449, -0.70273)
H (2.44120, -4.10325, 0.01759)
H (2.06082, -2.71315, 1.04105)
H (0.44873, -2.73272, -2.19981)
H (-0.79008, -3.97385, -1.92861)
H (0.92137, -4.42979, -2.00354)
H (0.15892, -4.81969, 1.56158)
H (0.55629, -5.63208, 0.04026)
H (-1.08173, -5.00272, 0.32501)
H (-1.27410, -4.41530, 3.12569)
H (-2.50816, -3.23167, 3.55196)
H (-1.24045, -3.64562, 4.72587)
H (1.17081, -3.58557, 2.68838)
H (1.10267, -2.91154, 4.30948)
H (1.52049, -1.86185, 2.95228)
H (-1.86484, -0.96995, 4.24126)
H (-0.47359, -0.19288, 3.47685)
H (-0.25524, -1.19590, 4.92407)
N (1.23022, 0.22623, 0.35855)
C (2.41523, 0.65103, -0.45534)
C (3.71196, 0.06836, 0.10911)
C (4.99650, 0.65523, -0.49025)
C (4.95786, 0.86445, -2.01100)
N (4.38501, -0.26087, -2.74241)
C (3.35155, -0.12423, -3.63244)
N (2.61465, 0.92282, -3.64831)
N (3.20228, -1.19988, -4.49761)
C (2.54881, 2.18831, -0.53358)
O (2.16892, 2.74907, -1.67330)
O (3.05390, 2.83392, 0.34838)
H (1.50886, 0.27714, 1.33623)
H (1.02007, -0.75475, 0.15136)
H (2.21267, 0.27856, -1.45520)
H (3.70911, -1.00747, -0.05179)
H (3.72411, 0.25678, 1.18575)
H (5.82458, -0.01140, -0.23268)
H (5.19897, 1.62624, -0.03760)
H (5.97303, 1.05154, -2.37050)
H (4.35785, 1.73651, -2.25654)
H (4.99432, -1.04616, -2.89466)
H (2.17911, 2.09109, -2.42036)
H (1.86871, 0.89770, -4.33322)
H (3.57761, -2.08376, -4.19406)
H (2.29036, -1.27234, -4.91739)
Cl (2.02217, 1.97658, 2.99160)
C (0.74257, 3.03841, 2.43904)
C (0.04551, 2.73417, 1.30305)
C (-1.32824, 3.29658, 1.11263)
Cl (-2.18151, 2.48400, 0.07420)
C (-1.63391, 4.24860, 2.12884)
Cl (-3.39148, 4.76644, 2.32044)
C (-0.76719, 4.74085, 3.08145)
Cl (-1.24516, 6.03653, 4.11188)
C (0.43936, 4.12170, 3.26898)
Cl (1.51138, 4.63928, 4.51110)
F (-2.08786, 5.46591, -1.18693)
C (-1.47289, 4.40861, -1.75741)
C (-3.55735, 3.14391, 0.12211)
F (-4.58249, 3.44346, -0.63707)
C (-1.49568, 3.04866, -1.17279)
F (-2.37663, 1.16930, 0.98364)
C (-0.70595, 2.25571, -2.17240)
O (-0.29173, 0.96176, -1.87111)
C (-0.56137, 2.99817, -3.28758)
F (0.04641, 2.63081, -4.43792)
C (-1.07370, 4.33061, -3.03856)
F (-1.10017, 5.29494, -3.96998)

Results
HOMO level (alpha / beta) (eV): -4.3 / -4.4
Multiplicity: 4
Charge: -1
LUMO level (alpha / beta) (eV): 2.01 / 2.01


E / eV: -10627.62691, -150962.14860
Energy relative to the best compared isomer or geometry (same formula, charge and spin) / kcal per mole: 48.8, 565.0